{"formula": "C4H9NS", "method": "ωB97M-V with the def2-TZVPD basis set", "energy_ha": -610.65861, "lumo_ha": 0.0260, "gap_ev": 8.9, "max_force_ev_per_a": 3.70, "smiles": "CC(C)=C=N.S", "homo_energy_ev": -8.23, "elements": ["H", "H", "H", "H", "H", "N", "C", "C", "H", "S", "H", "H", "C", "C", "H"], "positions_angstrom": [[-0.82653, -1.71350, 1.17917], [-1.77745, 0.20446, 1.78040], [3.03759, 0.21546, 0.32413], [-1.97446, -1.84789, -0.07984], [-2.22843, 1.62880, 0.61102], [0.15138, 0.23236, -2.39940], [-0.92720, 0.00826, -0.12832], [-1.01367, -1.46098, 0.13604], [4.59397, 1.44197, 0.60786], [4.23031, 0.05853, 0.84513], [-0.64964, 1.61091, 1.37142], [-0.45712, -2.05512, -0.67029], [-0.41332, 0.27979, -1.30550], [-1.34664, 0.88783, 0.97884], [-0.39881, 0.50913, -3.25067]], "atomic_forces_ev_per_a": [[0.61, -0.10, -0.20], [0.58, 1.29, -0.77], [-0.74, 0.14, -0.36], [-1.65, -0.14, 0.13], [1.63, -1.84, 0.90], [-0.27, 1.34, -0.43], [1.03, -0.17, -0.52], [0.54, -1.40, -1.71], [-0.62, -2.16, 0.35], [1.33, 2.01, 0.00], [0.67, -0.23, 0.28], [0.05, 0.72, 1.66], [-0.19, -0.30, -0.44], [-3.34, 1.59, 0.01], [0.36, -0.76, 1.12]], "mulliken_charge": [0.3648, 0.3251, 0.1318, 0.3280, 0.2220, -0.6083, 0.5857, -1.3694, 0.1556, -0.2915, 0.2963, 0.3228, 0.3904, -1.1199, 0.2667]}